Formula: C4H5NOS
Source: the OMol25 dataset
Level of theory: wB97M-V/def2-TZVPD

Values from the calculation:
E_LUMO (spin up / spin down)	-1.5 / -1.4	eV
energy	-18598.642	eV
energy above the lowest of the compared OMol25 structures with the same formula, charge and spin	3.2764	eV
orbital gap (spin up / spin down)	7.605 / 7.336	eV

Bonds (Å) are listed after each position.
Positions of all 12 atoms, in Å:
1 C -0.08828 -1.87245 1.49652  C3 1.382, N5 1.154
2 C 0.58145 0.55637 -0.98132  C4 1.438, O6 1.216, H8 1.101
3 C 0.06879 -0.50489 1.37733  C1 1.382, H9 1.076, H10 1.075
4 C -0.45605 -0.43931 -1.00792  C2 1.438, S7 1.712, H11 1.074
5 N -0.20383 -3.01978 1.54285  C1 1.154
6 O 0.35489 1.75061 -0.96073  C2 1.216
7 S -2.06739 0.10732 -1.19567  C4 1.712, H12 1.352
8 H 1.60634 0.15555 -0.99625  C2 1.101
9 H 1.06529 -0.10321 1.44424  C3 1.076
10 H -0.74884 0.12907 1.66992  C3 1.075
11 H -0.27544 -1.48741 -1.16066  C4 1.074
12 H -1.67335 1.39841 -1.11656  S7 1.352